No. 1
A structure of composition C29H32BrCoN4PS, computed with ωB97M-V with the def2-TZVPD basis set.

Last column: Mulliken spin population.
Atoms and positions in Å:
H 4.1903 3.5082 -0.3155  0.00
C -0.4090 1.0800 -2.9320  -0.01
H -2.9781 0.6997 -5.1067  0.00
H -2.4204 6.0754 0.6133  0.00
H 1.3415 -3.0404 0.8579  0.00
H 2.0493 0.5664 4.1243  0.00
C 4.3376 1.3681 -0.3409  0.00
H -1.1079 2.0810 1.3917  0.00
C -1.6451 5.0005 -1.0720  0.00
C 0.6533 -5.0024 0.4831  -0.01
H -0.7375 0.5288 5.3612  0.00
C -0.2384 -2.0155 4.3141  0.00
C 0.6500 1.0109 -3.8337  0.01
C 3.6660 0.1671 -0.5233  0.00
C 2.3124 0.1854 -0.8170  0.00
H 1.6715 1.1195 -3.4870  0.00
N -0.6574 -0.8738 1.6032  0.04
C 0.5817 -3.6200 0.3337  0.00
C -1.9910 5.1453 0.2644  0.00
C -0.8976 0.7125 -5.6494  0.00
C -0.4221 -2.9770 -0.4054  -0.09
C 1.6236 1.3861 -0.9261  -0.01
C 0.4047 0.8227 -5.1888  0.00
H 2.3577 -1.1760 4.1919  0.00
H -1.1301 -1.7294 1.8935  -0.01
H -2.0742 4.2045 2.1934  0.00
H 1.4410 -5.4603 1.0672  0.00
H 2.0621 -1.8343 -0.6203  0.01
C -1.9588 0.7902 -4.7552  0.00
H 1.3955 -1.2283 -1.9665  -0.01
C -0.3091 -5.7837 -0.1262  0.00
H -0.3621 1.4157 3.8760  0.00
H -1.2425 -2.2223 3.9389  0.00
C -1.3810 -3.8194 -0.9834  0.02
H 1.5918 -0.3693 5.5597  0.00
C -1.7196 0.9651 -3.4029  -0.01
H 1.7682 3.5205 -0.8209  0.00
C -3.5116 -0.7626 -0.9405  -0.01
H -2.0855 -5.8247 -1.3189  0.00
H -2.5550 0.9969 -2.7131  0.00
N 0.4839 -0.5711 2.3991  -0.01
H 1.2345 0.7682 -5.8817  0.00
S -5.0851 -0.5135 -1.2747  0.00
H 4.1917 -0.7765 -0.4360  0.00
C 0.2799 -0.6482 3.8627  0.00
Br -0.2334 -7.6702 0.0567  0.00
C -0.9034 2.7528 -0.6385  0.00
C 3.6636 2.5746 -0.4609  0.00
H -1.7052 0.2537 3.9220  0.00
C -1.3305 -5.2014 -0.8578  -0.01
H 1.1897 -1.2514 2.1366  0.00
H -1.0886 0.5643 -6.7043  0.00
N 1.5573 -1.0300 -0.9771  0.00
P -0.1614 1.1821 -1.1300  -0.02
C -1.2581 2.9030 0.7008  0.00
H -0.8407 3.6922 -2.5700  0.00
C -1.7971 4.0972 1.1530  0.00
C 1.6529 -0.3884 4.4714  0.00
N -2.3722 -0.9274 -0.7400  0.04
H 5.3929 1.3575 -0.1023  0.00
H -1.8042 5.8167 -1.7645  0.00
H -2.1968 -3.3826 -1.5458  0.00
C 2.3070 2.5831 -0.7519  0.00
H -1.3248 -0.1162 1.6909  0.00
Co -0.4577 -1.0660 -0.5090  1.06
H 0.4265 -2.8146 3.9771  0.00
C -0.6909 0.4539 4.2741  0.00
C -1.1003 3.8082 -1.5249  0.00
H -0.2936 -2.0612 5.4028  0.00

Cartesian forces (eV/Å) of the 3 atoms listed first:
H 0.008 -0.003 0.003
C 0.038 0.129 -0.020
H -0.001 -0.002 0.000

Largest force on an atom: 0.0153 Eh/bohr
<S²>: 0.76
ΔE to the lowest compared entry with this formula, charge and spin: 0.468 eV
Multiplicity: 2
LUMO energy (spin up / spin down): 0.26 / 0.24 eV


No. 2
A structure of composition C29H32BrN5O6Ru at a distorted geometry, computed with ωB97M-V with the def2-TZVPD basis set.

Last column: Mulliken spin population.
Atoms and positions in Å:
C 1.1810 0.6814 2.3075  0.00
C -2.9120 -4.8611 -1.5613  0.00
C -0.4291 0.5041 4.2019  0.00
C -2.0900 -5.9282 -1.2884  0.00
H 4.5531 0.9775 2.5213  0.00
C -0.8692 -2.0962 0.0020  -0.02
O -2.2809 -7.2416 -1.5844  0.00
C 3.5303 0.8909 2.8634  -0.02
C -3.6491 3.6869 -0.9940  0.00
C -2.4861 -3.6109 -1.1196  0.01
C 3.4503 -1.4291 -3.7624  0.00
H -3.2485 1.8324 0.8059  0.00
H -0.6743 -8.5178 -1.8334  0.00
H 0.5110 -4.4129 0.3019  0.00
Br -1.8478 0.2807 2.9263  0.02
O 1.6296 1.0485 -0.8020  -0.01
H -2.1530 2.7894 1.8314  0.00
H -0.7308 4.1872 -2.5222  0.00
H -3.0998 -2.7366 -1.2853  0.00
Ru -0.1655 0.3869 0.6583  0.96
C -0.8728 -5.7712 -0.6274  0.00
H 0.0876 0.5800 7.5192  0.00
N -1.3771 2.2754 -0.0657  0.00
H 5.1438 -0.5230 -2.6850  0.00
N 3.3585 0.6456 -2.6383  0.00
H -1.8081 5.1042 1.3947  0.00
H -2.6283 1.3061 -1.4563  0.00
C 1.9175 0.7475 4.6523  -0.01
H -1.7559 0.4005 5.8628  0.00
H -0.0584 3.5510 0.9734  0.00
H 3.6205 -2.5003 -3.6897  0.00
H 3.8378 -1.1481 -1.6500  0.00
O -1.7472 -1.1985 0.1490  0.11
C 1.9619 -1.0638 -3.6720  0.00
H -1.1029 1.8851 -2.1257  0.00
N -1.0437 4.6437 -0.5042  0.00
H 2.4195 0.7838 6.7424  0.00
N -3.1583 3.8694 0.3720  0.00
C 1.9493 0.3537 -3.0786  0.00
H 3.8349 1.3142 -3.2356  0.00
C 0.3154 0.5989 6.4625  0.00
H 1.6063 1.1098 -3.7828  0.00
C -0.4322 -4.5443 -0.2092  0.00
C 2.4902 0.7901 1.9184  -0.05
C -2.1747 4.9523 0.3779  0.00
H -3.8457 -4.9947 -2.0891  0.00
H -2.6512 5.8700 0.0324  0.00
H 4.0424 0.9673 4.9315  0.00
C 1.0855 0.4572 -1.7870  0.00
C -0.7310 0.4926 5.5304  0.00
H -2.0280 5.3597 -2.2036  0.00
C -1.5626 4.4359 -1.8589  0.00
H 0.4268 3.1778 -0.6953  0.00
O -0.0291 -0.0427 -1.7600  0.03
N -2.5483 3.3540 -1.9019  0.00
C -1.9141 2.1305 -1.4486  -0.01
C 3.2499 0.8786 4.1991  0.02
H -1.5073 -8.6239 -0.2547  0.00
H -4.3849 2.8812 -1.0068  0.00
H 1.4698 -1.0972 -4.6403  0.00
H 1.4263 -1.7396 -3.0058  0.00
O 0.3492 -1.8597 0.2457  -0.02
H 2.7419 0.8066 0.8656  0.00
H 3.1585 1.0561 -1.6790  0.00
C 1.6067 0.7154 6.0306  0.00
H -4.1242 4.6095 -1.3281  0.00
C 4.0699 -0.6667 -2.5998  0.00
C -1.2764 -3.4530 -0.4561  0.01
C -2.5218 2.6464 0.8163  0.00
C -1.1677 -7.9465 -1.0442  0.00
O -0.2663 -6.9896 -0.5019  0.00
C 0.8721 0.6412 3.6912  -0.02
C -0.4182 3.4154 -0.0488  0.00
H 3.8750 -1.0752 -4.7041  0.00

Cartesian forces (eV/Å) of the 3 atoms listed first:
C -0.694 -0.360 -1.569
C -0.058 -0.227 -0.069
C -0.358 -0.030 0.050

Net charge: +1
Largest force on an atom: 0.0341 Eh/bohr
<S²>: 0.81
Multiplicity: 2
LUMO energy (spin up / spin down): -3.48 / -3.08 eV


No. 3
A structure of composition C29H32Cl2HfNOP2, computed with ωB97M-V with the def2-TZVPD basis set.

Last column: Löwdin charge in e.
Atoms and positions in Å:
H 0.6725 3.9094 2.2377  0.12
H 1.5203 -3.8318 -0.2413  0.07
C -1.0107 1.6089 4.8645  -0.08
H 1.9430 1.5971 1.6125  0.05
C 2.8398 1.3320 1.0041  -0.06
H 0.9768 4.9904 -1.8936  0.13
C -1.7679 -2.2454 2.2641  -0.16
C 0.5417 4.3663 -1.1237  -0.02
H -4.2509 1.1857 3.1753  0.10
C -4.2750 1.0354 -1.1782  -0.10
C 1.5103 -2.7534 -0.3578  -0.76
H -5.2972 -3.4241 3.2491  0.13
H -1.4493 3.8836 7.3223  0.13
N -2.8147 1.2151 1.6066  -0.48
C -3.7093 -0.1546 -0.7104  -0.37
H -0.7091 3.2747 -2.4855  0.13
H -1.0424 -3.7410 3.6278  0.12
C -1.0665 2.1374 6.1418  -0.04
C 0.3740 3.7627 1.2060  -0.08
H 3.5187 2.1562 1.2308  0.12
H -1.9643 5.3252 5.3894  0.13
C -1.4088 3.4728 6.3221  -0.01
H 2.2552 -2.3648 -1.0431  0.06
P -1.2917 1.7120 2.1501  0.88
H -1.8710 4.4077 3.1024  0.12
H -5.0375 -1.6006 1.6088  0.12
C -0.6278 2.8295 0.8877  -0.40
C -5.0670 1.0152 -2.3138  -0.03
Cl -0.1072 -2.2407 -0.9018  0.68
H -0.8421 1.5153 6.9972  0.13
H -5.5238 1.9296 -2.6672  0.13
H -1.8246 1.9987 -0.7265  0.06
C -1.6468 3.7720 3.9514  -0.08
H 2.3394 2.2696 -0.8789  0.13
C -3.9496 -1.3597 -1.3794  -0.09
C -1.2989 2.4286 3.7675  -0.38
C -4.1617 -2.0598 2.0518  -0.05
C -0.4019 3.4090 -1.4568  -0.03
H 3.9025 -0.3685 -0.8844  0.08
C -1.0034 2.6514 -0.4543  -0.13
H -0.7500 0.5665 4.7184  0.10
C -4.7341 -1.3655 -2.5206  -0.03
C -1.9102 -3.2623 3.1937  -0.04
H 1.6568 5.3012 0.4591  0.13
H -4.1337 1.9664 -0.6417  0.10
H -4.9095 1.3588 1.5314  0.09
C -4.1011 1.6473 2.2003  -0.07
H -5.9099 -0.1900 -3.8737  0.13
H -4.1116 2.7303 2.3025  0.09
P -2.6000 -0.1817 0.6836  0.86
H -3.3138 -4.4722 4.2708  0.13
C 3.6703 0.6230 -1.2802  -0.02
C 0.9288 4.5408 0.2066  -0.02
C -2.8832 -1.6332 1.6900  -0.37
Cl 1.8307 -2.0352 1.2692  0.67
C -1.6986 4.2886 5.2330  -0.03
H 4.5781 1.2234 -1.2057  0.11
H -4.9275 -2.2958 -3.0372  0.13
H -0.7457 -2.0146 1.9422  -0.01
H 3.2947 0.4188 1.3870  0.07
C -3.1886 -3.6754 3.5497  -0.02
C -5.2887 -0.1803 -2.9880  -0.02
Hf 0.1138 0.0392 0.6666  1.36
H -3.5456 -2.2925 -1.0023  0.11
H 3.4044 0.5466 -2.3329  0.10
C -4.3076 -3.0837 2.9755  -0.02
O 1.3259 0.5114 -0.6815  -0.39
C 2.5617 1.2766 -0.4937  -0.44

Cartesian forces (eV/Å) of the 3 atoms listed first:
H 0.004 0.007 -0.010
H 0.017 -0.015 -0.035
C 0.010 -0.042 -0.054

Net charge: +3
Largest force on an atom: 0.0130 Eh/bohr
ΔE to the lowest compared entry with this formula, charge and spin: 0.000 eV
LUMO energy: -10.35 eV


No. 4
A cluster of 6 separate species, C29H32F40NO9P in total, computed with ωB97M-V with the def2-TZVPD basis set.

Last column: Löwdin charge in e.
Atoms and positions in Å:
F -1.6987 4.6925 6.1060  0.10
C 3.5576 -5.0079 4.7195  -0.04
C 5.5495 5.7141 -2.4376  -0.28
O 2.6903 -3.9013 4.8688  0.06
H -5.7233 -2.1063 -2.3645  0.11
F 2.7708 -3.6103 2.6396  0.15
F -6.4432 -3.9028 -10.4382  0.10
O -3.7327 2.1142 4.8288  0.05
F -7.4444 -3.0530 -4.2291  0.12
H -1.4275 -3.6128 -0.5805  0.09
C -6.2095 -3.9840 -9.1109  -0.31
O -4.4511 -0.5027 -1.9853  -0.14
C -0.4681 3.3670 4.6928  -0.30
F 8.9314 5.3954 -1.4488  0.10
H 3.8563 2.2182 6.1113  0.17
P -3.5297 -1.3941 -1.0624  0.34
F 0.6003 3.4988 5.5146  0.09
C 3.6379 1.4098 3.3625  -0.04
C 0.7394 -3.0758 3.7529  -0.28
F 1.9043 -6.1659 2.4484  0.10
H -6.4357 -0.1944 -0.8048  0.10
F 2.7176 -1.8961 3.9648  0.13
C 6.2974 4.7333 -3.3507  -0.55
F 2.9917 3.9351 3.0965  0.14
H 4.2765 -4.8568 3.9141  0.15
C 2.2703 -3.1670 3.8047  -0.55
H -3.0096 3.7752 3.7975  0.15
F 5.3528 4.0122 -3.9997  0.14
F 8.7477 7.3090 -3.4851  0.14
F 1.6880 -6.3676 5.2317  0.14
H 2.7264 1.7544 3.8480  0.14
H 3.6781 -7.0532 2.6944  0.17
H -3.8912 -0.5193 5.0963  0.18
H -0.4401 4.1624 3.9445  0.18
C 4.7702 2.3437 5.5249  -0.31
H 3.4726 0.3766 3.0603  0.14
F 5.7461 4.1830 2.5330  0.10
H -5.7400 -0.7612 -3.5240  0.11
C -7.3870 -4.7039 -8.4452  -0.44
C -3.0870 3.3725 4.8075  -0.04
O 3.8904 2.1004 2.1545  0.06
F -7.4112 -5.9441 -9.0213  0.10
H -9.1654 -1.7045 -5.5840  0.18
F 10.7399 6.5650 -1.8312  0.10
F 5.9817 1.4425 3.7103  0.14
H 10.4920 4.6966 -2.4830  0.17
F -6.0880 -2.7327 -8.6247  0.10
F -8.1338 -1.4833 -7.2819  0.11
O -2.9698 -0.3798 0.0412  -0.09
C -0.9520 -1.7167 -1.4629  -0.25
F -6.0864 -2.8572 -5.9097  0.16
H -6.2589 -5.0677 -6.6186  0.15
F -3.0900 -1.0413 3.3405  0.10
H 4.1133 -5.0536 5.6547  0.15
C 2.7086 -6.9546 3.1892  -0.31
H 5.1994 3.8654 0.6363  0.16
F 4.4182 5.5287 1.4311  0.10
H 8.6260 5.3690 -5.4859  0.15
C 8.4248 5.1646 -4.4355  -0.04
F -1.9511 -0.0705 4.9364  0.10
H -0.3233 -1.9285 -2.3200  0.12
C -5.6931 -1.0181 -2.4698  -0.27
F 10.4373 6.3080 -4.4691  0.10
C -3.1673 -0.1596 4.3638  -0.28
H 4.8800 6.3452 -3.0235  0.18
F 6.4262 6.4800 -1.7651  0.11
F 7.0301 3.8676 -2.6295  0.15
O -2.2917 -1.6800 -1.9925  -0.17
F -1.6898 2.5376 6.5281  0.14
C -8.0357 -1.0764 -1.7245  -0.11
H -0.7043 -0.7236 -1.0968  0.11
H -7.8007 -5.9011 -6.7742  0.15
H -7.9569 -2.0563 -2.1960  0.06
O 7.0380 5.3936 -4.2826  0.05
F -4.8318 1.0160 3.2769  0.14
F 4.7350 0.1185 4.9394  0.10
F -8.5375 -4.0778 -8.7520  0.14
F 0.2082 -4.2982 3.5774  0.11
C -1.7417 3.4500 5.5395  -0.44
H -3.7455 4.0281 5.3750  0.15
C -3.6056 1.2067 3.8210  -0.55
F 0.3969 -2.2985 2.7008  0.09
F 5.8386 2.1160 6.3208  0.10
N -6.7578 -0.3535 -1.7478  -0.08
C -7.3844 -2.9379 -5.5817  -0.55
F 4.8436 3.6107 5.0711  0.10
C -0.7776 -2.7642 -0.3796  -0.07
F 4.8314 5.0004 -1.5393  0.09
C 3.5759 3.4161 2.0011  -0.55
H -3.3469 -0.6833 0.8790  0.07
H 0.2503 -3.1197 -0.3833  0.08
C 4.7979 4.2408 1.5779  -0.29
H -0.9928 -2.3642 0.6050  0.06
C -7.2957 -4.9498 -6.9339  -0.04
O -4.1787 -2.5637 -0.4599  -0.23
F -2.8022 1.6319 2.8355  0.16
C 9.3470 6.1184 -3.6654  -0.44
C 4.8034 1.3528 4.3572  -0.44
H -5.2778 -4.5311 -8.9465  0.17
H -8.3641 -1.2106 -0.6959  0.08
C 2.8748 -6.3762 4.5985  -0.44
C -8.1377 -1.6516 -5.9472  -0.28
H 0.3527 -2.6318 4.6718  0.18
H 8.6897 4.1250 -4.2432  0.15
F -0.3777 2.1686 4.0803  0.09
F 3.6958 -7.2586 5.2445  0.10
F 2.6760 3.5129 0.9910  0.14
O -7.9940 -4.0297 -6.1189  0.05
C 9.9220 5.6176 -2.3360  -0.31
H -8.8082 -0.5020 -2.2367  0.07
F 2.1374 -8.1740 3.2833  0.10
F -7.5095 -0.5993 -5.3803  0.10

Cartesian forces (eV/Å) of the 3 atoms listed first:
F -0.009 0.020 0.001
C 0.391 0.139 0.112
C -0.010 0.035 -0.026

Largest force on an atom: 0.0111 Eh/bohr
ΔE to the lowest compared entry with this formula, charge and spin: 0.000 eV
LUMO energy: 0.40 eV
SMILES string: FC(F)C(F)(F)COC(F)(F)C(F)F.FC(F)C(F)(F)COC(F)(F)C(F)F.FC(F)C(F)(F)COC(F)(F)C(F)F.FC(F)C(F)(F)COC(F)(F)C(F)F.FC(F)C(F)(F)COC(F)(F)C(F)F.CCO[P@@](=O)(O)OCNC


- Among the records above, which one has the lowest largest force on an atom?
  C29H32F40NO9P


- Which formula does entry 4 have?
  C29H32F40NO9P


- Among the records above, which one has the highest largest force on an atom?
  C29H32BrN5O6Ru